Here is a structure of composition C29H45FIrP2 at a distorted geometry from the OMol25 dataset. Energies are from ωB97M-V/def2-TZVPD.

ORCA input file:
```
! RIJCOSX wB97M-V def2-TZVPD def2/J DEFGRID3
* xyz 2 6
Ir 1.13840 -0.97234 0.37426
C -1.37237 -0.92580 2.66614
C -0.97264 -1.76309 1.61635
C 0.77068 -1.48331 3.22045
C -0.33824 -0.77971 3.63453
C 0.49554 -2.11656 1.86107
C -2.72696 -0.33900 2.78033
H -3.13762 -0.14586 1.77085
H -2.71942 0.61155 3.34662
H -3.44266 -1.01039 3.29858
C -0.43746 0.00386 4.89795
H -1.39501 0.52329 4.93329
H 0.38410 0.71889 4.97830
H -0.38568 -0.65925 5.76465
C 1.96175 -1.71652 4.07304
H 1.62207 -2.11126 5.05945
H 2.54174 -0.78995 4.27444
H 2.68256 -2.43780 3.64980
C 0.86434 -3.57425 1.69047
H -0.04900 -4.19367 1.65435
H 1.49389 -3.85384 2.54133
H 1.43004 -3.65961 0.73968
C -1.91273 -2.66404 0.89645
H -2.39861 -3.37847 1.57354
H -1.42234 -3.21939 0.10392
H -2.72260 -2.09425 0.44280
C -2.18863 2.04346 0.42548
C -3.09141 1.56918 -0.43331
C -3.10443 0.71036 -1.64949
C -2.03254 -0.34272 -1.50909
C -0.69566 0.16360 -1.15598
C 0.18075 1.18937 -0.91752
C 0.08063 2.64497 -0.61267
C -1.20772 3.12956 0.10471
H -2.99830 1.34092 -2.53993
H -2.00811 -1.09953 -2.32870
H -4.06073 0.15443 -1.76246
H -1.67831 3.89181 -0.52596
H -2.12750 1.73727 1.50573
H -4.06360 2.13113 -0.46760
H -0.93875 3.53377 1.10579
H 0.97782 2.96991 -0.05857
H 1.20077 0.92445 -1.24321
H 0.16746 3.11835 -1.60072
H -2.27131 -0.92343 -0.60243
H -0.13585 -0.90761 -0.77091
P -0.72294 1.08134 -3.61289
C -0.88466 2.84352 -4.13661
C -2.06528 0.40760 -4.68661
P 1.27482 -1.06083 -2.77219
C 0.78237 0.24259 -4.11212
C 0.63610 -2.56014 -3.66107
C 3.03482 -1.16310 -3.16675
H -0.13716 3.48594 -3.65371
H -1.88305 3.24749 -3.87930
H -0.76556 2.93982 -5.23072
H -1.85881 0.64616 -5.74829
H -3.03737 0.85356 -4.42276
H -2.16138 -0.68260 -4.58007
H 3.23199 -0.75397 -4.17545
H 3.36904 -2.20342 -3.09815
H 3.54691 -0.55398 -2.40877
H 1.59000 0.97160 -4.26969
H 0.56429 -0.25145 -5.07069
H 1.30908 -3.38332 -3.38596
H 0.64593 -2.42332 -4.76372
H -0.38887 -2.80366 -3.33174
F 4.09094 2.80514 4.27703
C 3.53670 2.03670 3.28224
C 4.39087 1.25489 2.51133
C 3.81690 0.40727 1.52062
C 2.41968 0.43032 1.31698
C 1.61530 1.30296 2.05042
C 2.15532 2.03980 3.12565
H 5.46644 1.28509 2.70361
H 4.40505 -0.30605 0.93963
H 0.54673 1.31479 1.83341
H 1.51947 2.60081 3.80051
*
```

Calculated values
- Highest occupied orbital energy (alpha / beta): -12.79 / -13.39 eV
- Frontier orbital gap (alpha / beta): 5.77 / 5.37 eV
- Energy: -54909.7742 eV
- <S²>: 8.83
- Strongest force on any atom: 0.121 hartree/bohr